Here is a structure of composition C28H20FN5O5Pt from OMol25. Energies are from wB97M-V/def2-TZVPD.

Element x y z (Å)
Pt -0.09094 0.14987 0.30621
O -2.14584 3.25653 5.98921
C -1.14370 2.53153 5.94269
O -0.26251 2.24074 6.76298
C -0.92152 1.87440 4.54220
C -1.80431 2.14673 3.50069
C -1.57988 1.55984 2.27129
N -0.54320 0.73144 2.13770
C 0.35992 0.48565 3.09084
C 0.18195 1.04853 4.33666
C 1.47962 -0.36524 2.61660
C 2.45213 -0.89016 3.44375
C 3.43166 -1.70784 2.89960
C 3.41752 -1.99380 1.54500
C 2.42584 -1.44016 0.75735
N 1.50411 -0.63800 1.28550
C -2.30976 1.78435 0.99980
C -3.45162 2.55025 0.89877
C -4.03413 2.73350 -0.34730
C -3.45142 2.16770 -1.46668
C -2.30449 1.40967 -1.31066
N -1.77572 1.21236 -0.10947
H -2.62011 2.82646 3.71065
H 0.85724 0.91085 5.17165
H 2.42908 -0.66822 4.50085
H 4.19595 -2.12909 3.53844
H 4.15586 -2.63992 1.09406
H 2.34316 -1.62109 -0.30606
H -3.87525 2.99576 1.78699
H -4.93544 3.32413 -0.43882
H -3.86799 2.30433 -2.45353
H -1.77917 0.94895 -2.13725
O -2.30174 -3.12174 1.13283
N -2.05496 -1.97257 0.89413
O -0.76364 -1.71451 0.65024
O -2.84786 -1.04998 0.85857
C -1.00152 -4.00023 -3.24170
C 0.34572 -3.66825 -3.28515
C 0.79485 -2.47445 -2.74537
C -0.09670 -1.56864 -2.15913
C -1.44977 -1.90678 -2.13811
C -1.89367 -3.11102 -2.66092
N 0.37263 -0.35569 -1.60960
C 1.36886 0.32827 -2.34392
C 2.55584 0.80023 -1.78278
C 3.49961 1.45447 -2.56251
C 3.29584 1.63866 -3.92037
C 2.12113 1.16607 -4.49120
C 1.16945 0.52892 -3.71553
H -1.35017 -4.93746 -3.65364
H 1.05745 -4.34750 -3.73771
H 1.84713 -2.21970 -2.79952
H -2.17027 -1.22732 -1.69547
H -2.94842 -3.35060 -2.61530
H 2.73939 0.69155 -0.72435
H 4.40540 1.82092 -2.09582
H 4.03646 2.14501 -4.52457
H 1.93848 1.30148 -5.54995
H 0.25862 0.15992 -4.17201
F 0.73483 1.89089 0.12915

Atoms 1-6, force components in eV/Å:
Pt -0.08 0.02 -0.05
O -0.03 -0.07 0.01
C 0.11 0.17 -0.05
O -0.05 -0.07 0.00
C -0.05 -0.04 0.05
C -0.02 -0.03 0.00

Computed properties:
Relative energy (zero: lowest compared OMol25 entry of this formula, charge and spin)   0.00 kJ/mol

Results of the Mulliken charge analysis, in e, for atoms 1 through 2: 0.39, -0.71